Model 1:
Molecular formula: C5H15N2O
Method: DFT, the ωB97M-V functional and the def2-TZVPD basis

Element x y z (Å)
C -0.75963 -0.71282 -1.67937
C 1.19146 1.46599 0.97595
C 0.94203 0.45544 -0.20393
H 1.84557 1.18029 1.78753
H -1.92245 -5.00291 0.16106
H 0.18216 1.56716 1.45088
N -1.35244 -4.72089 0.98605
H 0.86588 2.86141 -1.30895
H 0.26583 -1.48788 0.95030
N 1.63317 2.90849 0.63518
H -1.75635 -5.37888 1.71019
C 0.74461 3.44344 -0.37670
H -1.75812 -3.79744 1.15009
H -0.40326 -1.75005 -1.77000
H 0.91786 4.50175 -0.58438
H -1.84486 -0.80753 -1.53317
C -0.42316 -0.15260 -0.31035
H -1.18368 0.62717 -0.11942
H -0.30033 3.29645 -0.05780
H 1.71886 -0.25929 -0.32490
H 2.65440 3.00040 0.28646
O -0.72493 -1.16696 0.68815
H -0.53262 -0.07074 -2.51286

Calculated values
- Total charge: +1
- HOMO energy: -12.9 eV
- Gap between HOMO and LUMO: 4.41 eV

---

Model 2:
Molecular formula: C5H15N2O
Method: DFT, the ωB97M-V functional and the def2-TZVPD basis

Element x y z (Å)
O -0.31637 2.91864 -1.22606
C -0.50197 -0.13775 -0.71286
C 0.16169 -0.97431 1.64083
C 0.32113 -1.07274 0.11238
N -1.06420 0.88576 -2.85606
H 1.90304 -1.54793 2.88566
H 1.40055 0.51717 2.41556
C 1.04255 -1.97032 2.36697
H -0.09382 -2.05185 -0.17406
H -0.89720 -1.10691 1.84934
C -0.53727 -0.22588 -2.03162
H -0.21779 -1.08603 -2.59966
H 0.42169 2.93454 -0.60837
H 1.61690 -2.54351 1.62196
N 0.48344 0.41022 2.00787
H -0.89190 3.67543 -1.08313
H 0.57871 -2.75355 2.95683
H -0.45161 1.15776 -3.61786
H -0.14112 0.98285 2.54275
H -2.05895 0.74081 -3.03350
H 1.39720 -1.06822 -0.05435
H -1.05901 0.62103 -0.17122
H -1.09569 1.69481 -2.23138

Calculated values
- Total charge: +1
- HOMO energy: -12.2 eV
- Gap between HOMO and LUMO: 9.08 eV

---

Model 3:
Molecular formula: C5H15N2O
Method: DFT, the ωB97M-V functional and the def2-TZVPD basis

Element x y z (Å)
N 0.88530 -1.02963 0.70778
C 0.70087 -0.84695 2.15337
C -2.19731 0.80473 0.20012
H 1.14150 0.11159 2.42310
H -1.12986 2.51859 -1.35811
H -1.01827 -1.64150 2.63592
H 2.43847 -1.28142 -0.68645
H -0.21392 1.36305 -3.49552
H -0.28743 -0.17048 -2.59959
O -0.67593 -0.75869 2.44698
H 1.16388 -1.65992 2.72377
H 0.48803 1.82691 -1.18469
C 2.31757 -1.04758 0.36596
C -0.70390 0.83263 -2.69008
N -1.02468 0.74848 -0.25882
H -2.50173 0.15448 1.00530
C -0.55809 1.59248 -1.38365
H 0.52161 -1.95281 0.48415
H -0.30947 0.06016 0.14452
H 2.75551 -0.07204 0.58179
H 2.85965 -1.79355 0.94058
H -2.89844 1.53241 -0.19935
H -1.75335 0.70907 -2.95708

Calculated values
- Total charge: +1
- HOMO energy: -13.9 eV
- Gap between HOMO and LUMO: 10.04 eV

---

Model 4:
Molecular formula: C5H15N2O
Method: DFT, the ωB97M-V functional and the def2-TZVPD basis

Element x y z (Å)
H -3.95612 0.78546 -0.59690
H 2.38685 -2.36042 -0.00496
H 1.82614 2.68842 0.48989
N -2.38482 0.50194 0.71284
H -1.72218 -0.18998 1.02754
H -0.43003 -2.26813 1.91303
C 2.25898 1.69170 0.49752
C 2.26031 -1.31683 0.25790
C 1.86501 -0.46628 -0.75229
H 0.44555 -1.48507 0.91275
H 1.60790 -0.94847 -1.68930
H -1.21702 0.28315 -1.31441
H -2.37160 -0.21426 -2.42295
H -3.43184 -0.90818 -0.45177
H 1.99696 1.19369 1.42878
O -0.42499 -1.54583 1.29584
H 3.35131 1.79434 0.51553
C -3.08664 0.13497 -0.49944
N -2.17605 0.34231 -1.61740
H -2.96654 0.82180 1.44844
H 2.71510 -0.91799 1.15723
C 1.83031 0.92367 -0.69411
H 1.62339 1.45999 -1.61377

Calculated values
- Total charge: +1
- HOMO energy: -11.3 eV
- Gap between HOMO and LUMO: 3.63 eV

---

Stability ranking, top and bottom: model 3 is the most stable and model 1 is the least stable.

---

Model 1:
Molecular formula: C5H15N2O
Method: DFT, the ωB97M-V functional and the def2-TZVPD basis

Element x y z (Å)
N -2.25820 -2.06547 -2.45742
H -0.90966 -1.61322 1.26874
H -2.19873 1.06438 -1.35853
H 0.94522 1.68893 0.25140
H -0.97326 -0.33756 -2.81696
H -0.47991 -1.41542 -1.68270
H -1.60364 -2.81108 -2.49961
O 4.94797 1.57072 2.01905
C -1.83428 0.07824 -0.86558
H 0.16052 1.99671 -1.16649
N 0.60596 -0.32778 2.07955
H 0.67972 -0.92575 2.88134
H 1.15493 0.49667 2.14193
C -1.33070 -0.90674 -1.95713
H -0.56495 2.47068 0.27305
H -2.64092 -1.92253 -3.43830
H -3.09387 -2.22120 -1.68821
H 4.79238 2.50120 2.36211
C -0.76480 0.40838 0.12662
C -0.38651 -0.52378 1.12681
C -0.06403 1.66142 -0.16988
H 5.66681 1.33673 2.67797
H -2.67067 -0.42662 -0.27817

Calculated values
- Total charge: +1
- HOMO energy: -10.7 eV
- Gap between HOMO and LUMO: 7.03 eV

---

Model 2:
Molecular formula: C5H15N2O
Method: DFT, the ωB97M-V functional and the def2-TZVPD basis

Element x y z (Å)
N 0.80011 -1.11527 1.39195
H 0.41468 -0.57578 -1.83965
H -3.00779 -1.69574 -1.11871
H 0.06530 2.35018 1.78712
C -2.42553 -0.97528 -0.48117
C 0.61471 1.47543 2.12412
C -0.78392 0.51796 0.29152
H -3.08956 -0.20055 0.11941
N -0.18390 -1.21111 -1.45689
C -1.20206 -0.53586 -0.65080
H 2.37584 0.61439 -1.80296
H 2.12628 2.10887 -2.17057
H -0.54591 -1.81410 -2.19964
O 1.63992 1.11134 -2.11824
H 1.42474 0.61169 0.32345
H -0.73642 1.47667 -0.37170
H 1.57766 1.85126 2.23803
H -0.06096 -1.54686 1.85902
H 0.21410 0.83234 3.06620
H 1.60008 -1.14197 2.08108
H 0.92930 -1.61867 0.52514
H -1.47213 0.73142 1.05724
C 0.58881 0.41955 1.02418

Calculated values
- Total charge: +1
- HOMO energy: -12.4 eV
- Gap between HOMO and LUMO: 9.09 eV

---

Stability ranking, top and bottom: model 2 is the most stable and model 1 is the least stable.